1.
Formula: C38H45BrN9O2V
Source: OMol25
Level of theory: ωB97M-V/def2-TZVPD

For the total energy, the calculation gives -5636.1006 Ha. Its HOMO-LUMO gap (alpha / beta) is 5.91 / 6.11 eV. The calculation puts the relative energy (zero: lowest compared OMol25 entry of this formula, charge and spin) at 0.00 kcal per mole. The value obtained for the HOMO energy (alpha / beta) is -11.647 / -11.645 eV. As for the expectation value of S²: 2.017.

```
! wB97M-V def2-TZVPD RIJCOSX def2/J DEFGRID3
* xyz 2 3
V 2.29 -0.39 -0.39
C -7.87 8.39 -3.31
O -7.17 8.28 -2.08
C -6.18 7.38 -1.98
C -5.54 7.32 -0.74
C -4.51 6.43 -0.54
C -4.10 5.57 -1.56
C -4.75 5.63 -2.79
C -5.78 6.53 -3.01
C -3.02 4.61 -1.38
N -2.58 3.77 -2.30
C -1.57 3.07 -1.70
C -1.39 3.48 -0.39
N -2.33 4.47 -0.20
C -0.41 2.91 0.47
C -0.18 3.26 1.81
C 0.80 2.62 2.52
C 1.57 1.63 1.89
N 1.38 1.29 0.62
C 0.40 1.90 -0.08
C 0.19 1.44 -1.44
N 0.97 0.41 -1.87
C 0.80 -0.04 -3.11
C -0.13 0.51 -3.99
C -0.93 1.54 -3.57
C -0.78 2.02 -2.26
H -8.61 9.16 -3.17
H -8.36 7.45 -3.56
H -7.19 8.67 -4.12
H -5.86 7.99 0.05
H -4.04 6.41 0.44
H -4.43 4.97 -3.59
H -6.26 6.56 -3.97
H -2.50 4.99 0.63
H -0.77 4.03 2.28
H 0.99 2.86 3.55
H 2.34 1.10 2.42
H 1.41 -0.87 -3.41
H -0.22 0.10 -4.99
H -1.68 1.98 -4.21
C 5.29 -0.74 3.34
N 5.64 0.19 2.26
C 6.81 1.06 2.41
C 4.84 0.25 1.19
N 3.81 -0.51 0.99
N 5.16 1.21 0.24
C 4.83 1.16 -1.10
N 5.61 1.92 -1.89
N 3.84 0.44 -1.52
H 6.04 -0.67 4.12
H 5.28 -1.77 2.97
H 4.32 -0.49 3.77
H 7.35 0.76 3.30
H 6.53 2.11 2.53
H 7.49 0.94 1.57
H 3.68 -1.23 1.69
H 5.83 1.91 0.50
H 6.52 2.23 -1.60
H 5.39 2.03 -2.87
H 3.83 0.38 -2.54
C -1.70 -7.04 -0.51
C -0.19 -6.97 -0.25
C 0.15 -7.76 1.02
C 0.54 -7.60 -1.43
C 0.21 -5.51 -0.04
C 1.16 -4.88 -0.84
C 1.45 -3.56 -0.56
Br 2.75 -2.63 -1.63
C 0.88 -2.81 0.46
O 1.28 -1.52 0.64
C -0.08 -3.43 1.27
C -0.37 -4.76 0.98
C -0.85 -2.77 2.43
C -2.35 -2.81 2.09
C -0.59 -3.57 3.72
C -0.49 -1.31 2.72
H -2.00 -8.08 -0.66
H -1.97 -6.48 -1.40
H -2.28 -6.65 0.33
H -0.13 -8.81 0.89
H -0.38 -7.38 1.89
H 1.22 -7.72 1.23
H 0.21 -8.63 -1.55
H 1.62 -7.62 -1.28
H 0.33 -7.08 -2.37
H 1.66 -5.39 -1.65
H -1.12 -5.25 1.59
H -2.72 -3.83 1.97
H -2.56 -2.27 1.17
H -2.93 -2.35 2.90
H -0.90 -4.61 3.62
H -1.16 -3.14 4.54
H 0.47 -3.55 3.98
H -0.68 -0.66 1.86
H 0.56 -1.20 3.00
H -1.11 -0.97 3.55
*
```

Results of the Löwdin charge analysis, in e, for atoms 1 through 2:
1 V 0.75
2 C -0.05

=====

2.
Formula: C39H85N5O8
Source: OMol25
Level of theory: ωB97M-V/def2-TZVPD

The structure (SMILES) is C=CCC1=C(CCCCCCCCCCCC)C(=O)OC1=O.COC[C@@H](C)N.COC[C@@H](C)N.COC[C@@H](C)N.COC[C@@H](C)N.COC[C@@H](C)N. For the total energy, the calculation gives -2412.5053 Ha. Its HOMO-LUMO gap is 8.83 eV. The value obtained for the HOMO energy is -9.100 eV.

```
! wB97M-V def2-TZVPD RIJCOSX def2/J DEFGRID3
* xyz 0 1
C -5.93 -4.31 -6.48
C -4.63 -4.24 -6.75
C -3.73 -5.44 -6.48
C -3.49 -5.72 -5.01
C -2.69 -5.12 -4.11
C -1.85 -3.90 -4.46
C -0.44 -4.17 -5.05
C 0.60 -3.18 -4.44
C 1.50 -3.70 -3.32
C 2.47 -2.52 -2.98
C 2.06 -1.73 -1.72
C 2.37 -0.22 -1.81
C 1.32 0.69 -1.11
C 1.83 1.35 0.19
C 0.64 1.67 1.14
C 0.35 3.17 1.30
C -0.97 3.30 2.14
C -2.92 -5.94 -2.83
O -2.82 -5.74 -1.66
O -3.38 -7.19 -3.28
C -4.23 -6.84 -4.32
O -5.30 -7.28 -4.55
H -6.55 -3.45 -6.67
H -6.34 -5.22 -6.05
H -4.18 -3.36 -7.20
H -2.76 -5.36 -6.98
H -4.24 -6.33 -6.88
H -2.45 -3.32 -5.17
H -1.75 -3.29 -3.55
H -0.12 -5.21 -4.96
H -0.48 -3.86 -6.10
H 1.27 -2.82 -5.23
H 0.09 -2.28 -4.06
H 2.08 -4.57 -3.65
H 0.91 -3.99 -2.45
H 2.50 -1.88 -3.87
H 3.50 -2.88 -2.84
H 2.61 -2.13 -0.88
H 0.98 -1.84 -1.55
H 2.42 0.08 -2.86
H 3.37 0.02 -1.40
H 0.43 0.09 -0.91
H 1.05 1.50 -1.80
H 2.38 2.27 -0.03
H 2.51 0.71 0.75
H 0.79 1.27 2.15
H -0.29 1.20 0.77
H 1.12 3.70 1.87
H 0.14 3.67 0.35
H -0.76 3.41 3.21
H -1.60 4.13 1.81
H -1.55 2.38 2.01
C 6.24 1.61 0.41
O 5.41 2.75 0.43
C 6.06 3.96 0.77
C 6.80 4.64 -0.40
C 8.12 3.97 -0.76
N 5.96 4.70 -1.60
H 7.02 1.66 1.18
H 6.69 1.46 -0.57
H 5.61 0.74 0.62
H 5.27 4.63 1.10
H 6.73 3.81 1.63
H 7.02 5.66 -0.09
H 7.98 3.04 -1.31
H 8.71 4.63 -1.39
H 8.71 3.75 0.14
H 5.12 5.24 -1.39
H 5.61 3.77 -1.79
C -2.54 5.58 -4.54
O -1.26 6.12 -4.75
C -0.83 7.06 -3.78
C -0.24 6.43 -2.51
C -1.29 5.87 -1.56
N 0.74 5.38 -2.82
H -3.22 6.31 -4.09
H -2.49 4.68 -3.91
H -2.95 5.28 -5.51
H -0.04 7.64 -4.27
H -1.64 7.76 -3.54
H 0.28 7.23 -1.97
H -1.69 4.91 -1.91
H -0.86 5.69 -0.58
H -2.12 6.56 -1.43
H 1.49 5.78 -3.36
H 0.29 4.73 -3.46
C -0.25 1.90 6.06
O 0.44 3.02 5.53
C 0.91 3.94 6.49
C 2.24 3.56 7.15
C 2.11 2.46 8.21
N 3.24 3.14 6.16
H -0.83 2.17 6.95
H 0.44 1.09 6.28
H -0.94 1.55 5.29
H 1.06 4.88 5.95
H 0.13 4.14 7.25
H 2.62 4.45 7.66
H 1.98 1.47 7.76
H 3.01 2.42 8.82
H 1.26 2.65 8.87
H 3.41 3.91 5.52
H 2.82 2.43 5.58
C -0.50 -7.01 -0.45
O 0.86 -6.69 -0.23
C 1.11 -6.09 1.03
C 1.24 -7.08 2.19
C -0.09 -7.64 2.68
N 2.13 -8.20 1.86
H -1.18 -6.29 0.01
H -0.70 -8.02 -0.06
H -0.68 -7.04 -1.52
H 2.06 -5.58 0.92
H 0.36 -5.32 1.24
H 1.69 -6.54 3.03
H -0.50 -8.39 2.01
H 0.03 -8.11 3.65
H -0.84 -6.84 2.78
H 3.05 -7.84 1.63
H 1.80 -8.60 0.98
C -4.35 2.23 4.26
O -4.71 2.07 2.90
C -4.78 0.72 2.46
C -6.10 0.01 2.78
C -6.21 -0.43 4.24
N -7.26 0.83 2.44
H -3.64 1.46 4.59
H -5.23 2.22 4.90
H -3.88 3.20 4.37
H -4.69 0.78 1.37
H -3.91 0.15 2.82
H -6.13 -0.90 2.17
H -6.43 0.41 4.91
H -7.02 -1.15 4.36
H -5.29 -0.90 4.58
H -7.24 1.03 1.45
H -7.14 1.74 2.88
*
```

Results of the Löwdin charge analysis, in e, for atoms 1 through 2:
1 C 0.02
2 C -0.16

=====

3.
Formula: C5H5FOS
Source: OMol25
Level of theory: ωB97M-V/def2-TZVPD

The structure (SMILES) is C=C/C(=C/F)OC=S. For the total energy, the calculation gives -766.7319 Ha. Its HOMO-LUMO gap is 9.27 eV. The calculation puts the relative energy (zero: lowest compared OMol25 entry of this formula, charge and spin) at 48.62 kcal per mole. The value obtained for the HOMO energy is -8.993 eV.

```
! wB97M-V def2-TZVPD RIJCOSX def2/J DEFGRID3
* xyz 0 1
C -0.75 2.13 -0.72
C -0.01 1.05 -0.85
C -0.06 -0.11 0.05
C -0.21 0.01 1.37
F -0.38 -1.02 2.23
O -0.03 -1.33 -0.63
C 0.78 -2.26 -0.15
S 0.82 -3.79 -0.65
H -1.50 2.25 0.08
H -0.65 2.99 -1.41
H 0.63 0.92 -1.73
H -0.10 0.99 1.80
H 1.46 -1.83 0.60
*
```

Results of the Löwdin charge analysis, in e, for atoms 1 through 2:
1 C 0.03
2 C -0.12

=====

4.
Formula: C4H5NO
Source: OMol25
Level of theory: ωB97M-V/def2-TZVPD

The structure (SMILES) is N#C[C@H]1C[C@H]1O. For the total energy, the calculation gives -285.3021 Ha. Its HOMO-LUMO gap is 10.90 eV. The calculation puts the relative energy (zero: lowest compared OMol25 entry of this formula, charge and spin) at 70.59 kcal per mole. The value obtained for the HOMO energy is -10.266 eV.

```
! wB97M-V def2-TZVPD RIJCOSX def2/J DEFGRID3
* xyz 0 1
N -1.44 1.65 -0.93
C -0.67 0.83 -0.84
C 0.21 -0.31 -0.75
C 1.62 -0.53 -0.06
C 0.29 -0.96 0.61
O -0.23 -0.19 1.60
H -0.02 -0.78 -1.62
H 2.10 -1.48 -0.71
H 2.30 0.51 0.00
H 0.11 -2.07 0.69
H -1.16 -0.45 1.51
*
```

Results of the Löwdin charge analysis, in e, for atoms 1 through 2:
1 N 0.16
2 C -0.22

=====

5.
Formula: C11H12NO2
Source: OMol25
Level of theory: ωB97M-V/def2-TZVPD

For the total energy, the calculation gives -631.4100 Ha. Its HOMO-LUMO gap is 4.96 eV. The calculation puts the relative energy (zero: lowest compared OMol25 entry of this formula, charge and spin) at 180.59 kcal per mole. The value obtained for the HOMO energy is -1.908 eV.

```
! wB97M-V def2-TZVPD RIJCOSX def2/J DEFGRID3
* xyz -1 1
C -2.02 0.32 3.56
C -2.23 0.55 2.22
C -0.73 -0.07 4.00
C -1.32 0.22 1.30
C 0.27 -0.24 3.06
C -0.04 -0.14 1.71
C 1.16 -0.29 0.71
C 0.55 -0.86 -1.06
C 0.79 0.00 -2.31
C 1.63 1.25 -2.14
C -0.21 -0.08 -3.49
N 1.51 -1.19 -1.95
O 1.54 -2.36 -2.63
O 2.34 -0.26 1.03
H -2.85 0.43 4.27
H -3.25 0.62 1.77
H -0.78 -0.54 4.99
H -1.64 0.45 0.29
H 1.26 -0.66 3.22
H -0.35 -1.29 -0.86
H 2.66 0.94 -1.74
H 1.27 2.01 -1.53
H 1.75 1.75 -3.03
H -1.19 0.36 -3.42
H -0.26 -1.26 -3.56
H 0.17 0.34 -4.40
*
```

Results of the Löwdin charge analysis, in e, for atoms 1 through 2:
1 C -0.10
2 C -0.14

=====

6.
Formula: C5H7NO
Source: OMol25
Level of theory: ωB97M-V/def2-TZVPD

For the total energy, the calculation gives -324.6234 Ha. Its HOMO-LUMO gap is 9.84 eV. The calculation puts the relative energy (zero: lowest compared OMol25 entry of this formula, charge and spin) at 63.43 kcal per mole. The value obtained for the HOMO energy is -8.914 eV.

```
! wB97M-V def2-TZVPD RIJCOSX def2/J DEFGRID3
* xyz 0 1
N 2.23 -1.25 1.28
C 1.03 -0.96 1.20
O 0.06 0.47 -1.73
C 0.33 1.25 -0.55
C -0.74 0.49 0.25
C -1.12 -0.08 -1.13
C -0.22 -0.56 1.19
H 2.55 -1.96 0.62
H 0.11 2.31 -0.72
H 1.36 1.15 -0.20
H -1.50 1.11 0.74
H -2.03 0.33 -1.58
H -1.14 -1.18 -1.18
H -0.93 -1.12 1.80
*
```

Results of the Löwdin charge analysis, in e, for atoms 1 through 2:
1 N 0.15
2 C -0.19